Entry 1:
# C13H32O10P3PdS2

C13H32O10P3PdS2 as an isolated structure (ωB97M-V/def2-TZVPD, the OMol25 dataset).

```
61
Properties=species:S:1:pos:R:3:forces:R:3
Pd -1.00016 1.01864 0.17595 -2.66 -0.56 -0.77
C 0.99165 2.75071 4.32366 0.01 0.06 0.05
C 0.70180 2.50945 2.86087 -0.81 -0.27 -0.43
O 1.70878 3.05267 2.04246 0.44 0.15 -0.18
P -0.87591 3.30185 2.32386 -0.38 0.75 0.51
O -2.06168 2.60371 3.09498 0.20 0.30 0.05
O -0.91160 4.75219 3.01599 -0.02 -0.31 0.30
O -1.02023 3.44483 0.86012 0.07 -0.58 -0.34
P 0.49393 0.72241 2.42393 0.76 -0.73 1.13
O 1.29324 -0.01144 3.64059 -0.12 0.52 -0.16
O 1.24515 0.51810 1.15107 -0.07 0.44 -0.36
O -0.94705 0.27913 2.50344 -0.15 0.33 0.18
H 1.05706 3.81883 4.53023 -0.01 0.00 -0.03
H 1.93386 2.27199 4.57994 0.00 -0.03 0.05
H 0.19430 2.31959 4.92276 -0.03 -0.02 0.19
H 1.79588 2.43428 1.29001 0.03 0.12 0.02
H -1.94286 1.63674 2.94041 -0.03 -0.47 0.10
H -0.52437 5.38886 2.41466 0.10 0.28 -0.23
H 1.21786 -0.95266 3.48159 0.08 -0.49 0.09
C -3.22677 1.00047 0.16834 1.83 -0.02 -0.23
H -3.57084 0.33571 -0.62335 0.22 0.00 0.05
H -3.52914 2.02959 -0.03328 0.25 -0.02 0.05
H -3.58351 0.66817 1.14823 0.37 0.02 -0.11
C 2.33773 2.38949 -2.99936 -0.03 -0.10 0.12
C 1.29422 3.51644 -3.05030 -0.10 -0.02 0.23
C 0.73262 3.52194 -1.62455 -0.08 0.39 -0.16
O 0.80259 2.18361 -1.19803 0.17 0.09 -0.06
C 2.02649 1.66083 -1.67468 0.35 -0.27 -0.01
H 3.35583 2.78260 -2.98011 -0.03 -0.02 -0.07
H 2.24138 1.71800 -3.84951 0.03 -0.02 -0.03
H 0.49623 3.27818 -3.75285 0.03 -0.01 -0.03
H 1.72505 4.47974 -3.31978 -0.02 0.04 -0.05
H -0.31150 3.82539 -1.55993 0.12 0.11 0.07
H 1.34649 4.15777 -0.96406 -0.13 -0.01 -0.05
H 1.89796 0.58216 -1.78421 0.03 0.10 0.02
H 2.82139 1.85622 -0.93781 -0.09 -0.07 -0.04
C 2.11698 -4.45952 -1.01677 0.00 0.33 -0.24
C 2.02870 -2.94131 -1.12599 0.25 -0.24 0.54
C 1.57819 -2.31084 0.18059 0.00 0.20 -0.32
O 1.21909 -2.59931 -2.24295 -0.38 0.17 -0.24
P -0.36344 -2.34521 -2.37017 0.20 -0.24 0.03
S -0.82543 -2.91943 -4.19038 -0.05 0.38 0.35
S -0.87161 -0.44356 -1.86638 -0.24 0.09 -0.32
O -0.91433 -3.38344 -1.24008 0.53 0.20 -0.36
C -2.20482 -3.24381 -0.66812 -0.68 -0.03 0.34
C -2.37792 -4.44313 0.26013 0.15 0.34 -0.21
C -3.28899 -3.20543 -1.73748 0.19 0.11 0.08
H 2.80681 -4.73185 -0.22151 0.10 -0.08 0.10
H 2.46138 -4.87319 -1.96081 0.07 -0.14 -0.07
H 1.13120 -4.86090 -0.80042 -0.10 -0.08 0.06
H 3.01427 -2.53859 -1.39988 -0.13 -0.08 0.13
H 0.67595 -2.79289 0.55032 -0.09 -0.03 0.04
H 1.37362 -1.25111 0.03847 0.03 -0.16 0.10
H 2.36163 -2.40651 0.93195 0.12 -0.03 0.03
H -2.22822 -2.30052 -0.09371 0.02 -0.25 -0.10
H -2.33458 -5.36242 -0.32205 -0.02 -0.08 -0.04
H -3.33497 -4.39027 0.77132 -0.13 0.01 0.08
H -1.58058 -4.46339 0.99830 0.08 -0.02 0.13
H -3.20889 -4.07461 -2.38680 0.01 -0.09 -0.05
H -3.16538 -2.31453 -2.35038 -0.12 -0.01 -0.06
H -4.27452 -3.19042 -1.27848 -0.13 0.03 0.14
```
Positions in Å, forces in eV/Å.

Properties
Gap between HOMO and LUMO (eV): 6.817
Total charge: -1
HOMO energy (eV): -4.7

Entry 2:
# C24H40CaClN3O2SSe2

C24H40CaClN3O2SSe2 as an isolated structure (ωB97M-V/def2-TZVPD, the OMol25 dataset).

```
74
Properties=species:S:1:pos:R:3:forces:R:3
Ca 0.83673 -2.41406 1.02791 -0.07 0.10 -0.02
C 3.55483 -5.13450 0.98273 0.02 0.01 -0.03
Se 3.03924 -3.77317 -0.31712 0.19 -0.16 -0.14
C 1.99216 -4.89491 -1.53689 0.22 -0.01 -0.09
C 0.87876 -5.71055 -0.92922 -0.10 -0.17 0.09
Se -0.64399 -4.65313 -0.28271 0.03 0.00 -0.08
C -1.17594 -5.82163 1.18231 -0.05 0.00 -0.03
H 3.99802 -5.96533 0.43787 0.00 0.02 0.03
H 2.71827 -5.47440 1.58867 0.01 0.02 -0.03
H 4.31186 -4.67724 1.61590 -0.01 -0.04 0.00
H 2.71172 -5.56192 -2.01569 -0.02 0.03 0.05
H 1.63622 -4.22060 -2.31089 -0.04 0.11 -0.09
H 1.22615 -6.31162 -0.08906 -0.01 0.02 -0.03
H 0.48008 -6.38711 -1.68569 0.01 0.01 0.04
H -1.33915 -6.81527 0.77300 0.00 0.02 0.02
H -2.11623 -5.43565 1.56806 0.01 -0.02 0.02
H -0.42117 -5.84166 1.96363 0.00 0.00 -0.02
O 0.40321 -2.78536 3.11314 -0.21 -0.04 0.19
S -0.72886 -3.05585 4.12590 0.12 -0.05 -0.08
C 0.02317 -3.06301 5.75996 0.01 -0.01 0.00
C -1.00753 -2.36294 6.63530 0.02 -0.07 0.05
C -1.39173 -1.08999 5.88238 -0.03 0.08 -0.05
C -1.56920 -1.46651 4.40321 0.02 0.05 0.02
H 0.94508 -2.48583 5.66933 0.02 0.00 -0.01
H 0.25082 -4.08900 6.03719 -0.01 -0.02 0.04
H -0.58500 -2.15880 7.61763 -0.02 0.04 0.00
H -1.87881 -3.00317 6.78846 -0.01 -0.01 -0.01
H -0.60076 -0.34632 5.97877 0.01 -0.02 0.01
H -2.30674 -0.64840 6.27099 0.02 0.01 0.03
H -1.10108 -0.76889 3.70729 -0.04 0.01 0.01
H -2.61016 -1.60491 4.11544 0.00 -0.02 0.03
C 0.13524 5.93768 -2.30048 0.03 0.00 -0.05
C -0.66444 5.17523 -1.23466 0.01 -0.02 0.00
C -0.01809 5.45532 0.13129 0.04 0.09 0.03
C -2.09291 5.72698 -1.22120 -0.04 0.07 0.04
C -0.64712 3.62994 -1.51857 0.20 -0.42 0.14
O 0.68647 3.13021 -1.43341 -0.16 -0.13 0.12
C -1.23462 3.32746 -2.91548 -0.19 0.41 0.09
C -1.40474 1.91974 -3.48162 -0.24 -0.24 0.17
C -0.17473 1.07310 -3.65342 0.27 0.14 -0.10
C -0.19782 -0.29553 -3.43160 0.02 -0.12 0.03
C 0.94141 -1.07292 -3.60924 0.28 0.17 -0.07
C 2.12151 -0.46465 -4.02488 -0.36 -0.49 0.17
Cl 3.55540 -1.41051 -4.23579 0.06 -0.15 0.05
C 2.15003 0.88401 -4.30211 0.36 0.11 -0.13
C 1.01118 1.63175 -4.12600 -0.31 0.28 0.14
C -1.42460 2.91957 -0.35163 -0.23 -0.30 -0.07
N -0.75561 1.77076 0.27937 0.42 -0.11 -0.07
C -0.83235 0.46172 0.07016 0.44 0.17 -0.31
N 0.09075 -0.18165 0.80739 -0.70 0.49 -0.20
C 0.67311 0.85091 1.49258 0.24 -0.05 0.07
N 0.19603 2.02330 1.20339 -0.04 0.17 -0.03
H 0.18728 6.98925 -2.02028 -0.03 0.01 0.01
H -0.31890 5.89857 -3.28955 -0.02 -0.03 0.00
H 1.17186 5.60012 -2.37956 0.03 -0.03 0.02
H 0.29533 6.49774 0.17543 -0.01 0.02 0.00
H 0.85685 4.83252 0.30781 0.02 -0.01 -0.02
H -0.71358 5.31325 0.95880 -0.01 -0.03 0.03
H -2.06700 6.77613 -0.92651 0.01 0.03 0.02
H -2.72831 5.21598 -0.49510 -0.03 -0.02 -0.01
H -2.57784 5.68407 -2.19530 0.01 -0.01 -0.03
H 1.23094 3.60900 -2.06661 0.01 0.01 -0.01
H -0.63573 3.88918 -3.63394 0.02 0.05 0.06
H -2.22419 3.78585 -2.95791 -0.01 0.04 -0.02
H -1.85243 2.06216 -4.47028 0.00 -0.01 0.00
H -2.16648 1.35366 -2.93523 0.06 -0.01 0.16
H -1.13463 -0.77560 -3.17049 -0.02 -0.03 0.10
H 0.92167 -2.14542 -3.46929 -0.07 -0.04 -0.01
H 3.06204 1.33845 -4.66233 0.02 0.02 -0.01
H 1.04969 2.68807 -4.35891 0.00 0.02 -0.03
H -2.40225 2.57325 -0.68710 0.01 0.04 -0.02
H -1.56097 3.58957 0.49073 -0.14 0.13 -0.18
H -1.51250 0.02534 -0.63924 -0.04 -0.10 -0.05
H 1.47515 0.72821 2.20294 0.00 -0.03 0.05
```
Positions in Å, forces in eV/Å.

Properties
Gap between HOMO and LUMO (eV): 7.743
Total charge: +2
HOMO energy (eV): -13.0

Entry 3:
# C32H25O7PS

A 3-piece molecular cluster, C32H25O7PS overall (ωB97M-V/def2-TZVPD, the OMol25 dataset).

```
66
Properties=species:S:1:pos:R:3:forces:R:3
O -2.98800 -1.86542 -1.25858 0.00 0.01 0.01
C -3.45752 -2.87409 -1.74165 0.05 0.10 0.06
C -4.92499 -3.00451 -1.96943 0.03 -0.10 -0.05
C -5.75631 -1.94022 -1.64596 -0.10 0.07 0.01
C -7.11711 -2.03153 -1.87905 -0.02 -0.04 -0.02
C -7.65466 -3.18644 -2.43741 0.02 0.04 0.02
C -6.83291 -4.25494 -2.74968 -0.12 0.03 0.00
C -5.46702 -4.17081 -2.51357 0.10 0.06 0.03
C -4.60112 -5.33954 -2.84105 -0.05 -0.11 -0.04
O -5.07907 -6.36990 -3.26518 0.00 -0.01 -0.01
C -3.13205 -5.20077 -2.63453 -0.03 0.10 0.03
C -2.29948 -6.26233 -2.96399 0.11 -0.06 -0.02
C -0.93007 -6.14166 -2.80344 0.01 0.04 0.02
C -0.38514 -4.95920 -2.31392 -0.01 -0.06 -0.02
C -1.21166 -3.90298 -1.97414 0.17 0.00 0.03
C -2.58619 -4.01914 -2.12814 -0.10 -0.04 -0.03
H -5.32993 -1.04491 -1.21670 0.09 -0.01 0.00
H -7.76274 -1.20041 -1.62936 -0.01 0.01 0.00
H -8.71744 -3.25161 -2.62738 -0.02 0.00 0.00
H -7.24310 -5.15791 -3.17868 0.07 -0.06 0.00
H -2.73031 -7.17586 -3.34803 -0.09 0.02 -0.01
H -0.28300 -6.96819 -3.06424 0.01 -0.01 -0.01
H 0.68646 -4.86181 -2.19909 0.02 0.01 0.00
H -0.79220 -2.98208 -1.59349 -0.09 0.07 0.00
O 1.64355 2.55989 1.55897 -0.02 -0.10 -0.03
C 1.71580 3.69210 1.99056 0.01 -0.09 -0.05
C 0.52779 4.36333 2.58713 0.07 0.08 0.02
C -0.67217 3.66873 2.66803 -0.11 -0.03 0.03
C -1.77760 4.26618 3.24720 0.00 0.04 0.02
C -1.68952 5.56007 3.74959 0.00 -0.05 -0.02
C -0.49995 6.26156 3.66023 -0.12 0.02 0.03
C 0.61126 5.66910 3.07557 0.06 -0.09 -0.05
C 1.87890 6.44700 2.97342 0.01 0.12 0.03
O 1.93740 7.59707 3.35148 0.00 0.01 0.02
C 3.07244 5.76650 2.39539 -0.07 -0.09 -0.01
C 4.27417 6.45774 2.31959 0.12 0.02 -0.02
C 5.39865 5.83343 1.80868 -0.01 -0.05 -0.02
C 5.32865 4.51503 1.37113 0.01 0.05 0.01
C 4.13126 3.82484 1.43501 0.10 -0.02 -0.04
C 2.99839 4.44729 1.94321 -0.05 0.08 0.05
H -0.73169 2.66236 2.27891 0.08 -0.02 -0.02
H -2.71065 3.72304 3.31163 -0.02 -0.01 0.00
H -2.55252 6.02131 4.21025 -0.02 0.01 0.00
H -0.42494 7.26921 4.04314 0.08 0.03 -0.03
H 4.32123 7.48072 2.66440 -0.08 0.02 0.04
H 6.33438 6.37279 1.75242 0.02 0.01 0.00
H 6.21055 4.02735 0.97853 0.01 -0.01 -0.01
H 4.06841 2.80148 1.09320 -0.09 -0.02 0.00
C 2.30155 -1.15249 1.35795 -0.18 0.22 -0.34
C 1.25356 -1.18140 0.22619 1.05 -0.66 0.09
P 1.94007 -0.99951 -1.46534 -1.08 0.30 -0.72
C 2.84614 0.55981 -1.25883 0.27 0.00 0.15
O 3.04079 -2.31595 -1.43384 0.51 0.45 0.57
C 4.35102 -2.18162 -1.56721 0.56 0.16 -0.55
O 4.96991 -1.24310 -1.99394 -0.61 -0.69 0.39
O 4.98872 -3.37322 -1.24461 -0.15 0.24 -0.10
S 5.25012 -3.52164 0.38949 0.27 -0.14 0.33
H 3.30946 -1.16345 0.95614 0.21 0.00 0.01
H 2.22442 -2.02748 1.99081 -0.13 -0.09 0.22
H 2.19757 -0.25527 1.95524 0.01 0.13 0.19
H 0.79397 -2.16534 0.21422 -0.43 -0.04 0.00
H 0.48541 -0.42732 0.33993 -0.25 0.13 -0.01
H 3.45837 0.81274 -2.11278 0.13 -0.12 -0.18
H 3.43515 0.62869 -0.35025 0.15 -0.01 0.10
H 2.05698 1.30703 -1.19850 -0.26 0.06 0.09
H 4.29860 -4.42235 0.70438 -0.12 0.10 -0.21
```
Positions in Å, forces in eV/Å.

Properties
Gap between HOMO and LUMO (eV): 7.726
Total charge: 0
HOMO energy (eV): -8.8
SMILES: O=C1c2ccccc2C(=O)c2ccccc21.O=C1c2ccccc2C(=O)c2ccccc21.CCP(C)OC(=O)OS

Entry 4:
# CFN3O2

A 2-piece molecular cluster, CFN3O2 overall (ωB97M-V/def2-TZVPD, the OMol25 dataset).

```
7
Properties=species:S:1:pos:R:3:forces:R:3
C -1.37284 0.10325 -0.04000 -0.27 0.17 0.91
N -2.44548 0.44468 0.19812 -0.62 0.14 0.04
N -0.17194 -0.26561 -0.35978 1.34 -5.30 -0.72
N 1.03251 0.39113 -0.01386 0.11 0.39 0.75
O 0.87352 1.57604 0.00470 -0.11 0.64 -0.09
O 1.99225 -0.26779 0.14014 0.52 -0.35 0.00
F 0.09199 -1.98170 0.07069 -0.97 4.30 -0.88
```
Positions in Å, forces in eV/Å.

Properties
Gap between HOMO and LUMO (alpha / beta) (eV): 8.614 / 8.609
Total charge: 0
HOMO energy (alpha / beta) (eV): -12.4 / -12.4

- Number 2 is which compound?
  C24H40CaClN3O2SSe2